--- w ---
Entry from OMol25: a structure of composition C3H11N3 (wB97M-V/def2-TZVPD).

Structure (ORCA input):
```
! wB97M-V def2-TZVPD RIJCOSX def2/J DEFGRID3
* xyz 0 1
C 0.556 0.431 -0.874
C -1.444 0.450 0.926
C 2.172 -0.045 0.831
N 0.897 -0.291 0.236
N -1.146 0.105 -0.901
N -1.303 -1.296 -1.191
H -1.542 0.657 -1.664
H -0.571 -1.725 -0.619
H -2.182 -1.605 -0.782
H 0.582 1.527 -0.785
H 1.016 0.153 -1.835
H 2.974 -0.620 0.342
H -1.314 -0.394 1.590
H -2.478 0.742 0.765
H -0.827 1.273 1.278
H 2.466 1.023 0.810
H 2.145 -0.386 1.872
*
```

Results
Frontier orbital gap   0.256 Eh



--- x ---
Entry from OMol25: a cluster of 2 separate species, C3H11N3 in total (wB97M-V/def2-TZVPD).

Structure (ORCA input):
```
! wB97M-V def2-TZVPD RIJCOSX def2/J DEFGRID3
* xyz 0 1
H 1.128 -1.294 -0.201
N 0.555 -0.783 -0.877
C 0.422 -1.374 -1.997
N 0.742 -2.655 -2.250
H 0.019 -0.899 -2.892
H 0.775 -3.340 -1.518
H 0.461 -3.016 -3.163
C -1.423 1.562 1.244
C 0.065 1.765 1.580
N 0.834 0.631 1.189
H -1.968 2.499 1.383
H -1.579 1.183 0.233
H -1.818 0.794 1.932
H 0.455 2.655 1.055
H 0.152 1.952 2.662
H 0.345 -0.231 1.445
H 0.835 0.551 0.174
*
```

Results
Frontier orbital gap   0.329 Eh
SMILES   [H]/N=C\N.CCN



Name the most stable of them. x.